No. 1
{
  "formula": "C4H2N2S",
  "method": "wB97M-V/def2-TZVPD",
  "lumo_energy_ev": [-1.5968, -1.5973],
  "smiles": "S=C/C=C1\\C2=NN21",
  "gap_ev": [7.01, 7.01],
  "symbols": ["S", "C", "C", "C", "C", "N", "N", "H", "H"],
  "xyz": [[-1.346, -2.197, -0.035], [-0.206, -0.981, -0.022], [-0.564, 0.422, 0.047], [-1.880, 0.755, 0.125], [-2.974, -0.321, 0.035], [-3.958, 0.439, -0.102], [-2.973, 1.476, 0.037], [0.815, -1.074, -0.257], [0.311, 0.995, -0.132]],
  "forces_ev_per_angstrom": [[0.33, -0.34, 0.11], [-3.38, 1.67, -0.12], [0.86, -1.36, 0.19], [-0.76, -0.26, -0.85], [0.28, 0.73, 0.36], [-1.78, -3.97, -0.67], [3.30, 3.18, 0.99], [1.16, -0.89, -0.06], [-0.01, 1.24, 0.06]],
  "nbo_charge": [0.079, -0.224, -0.417, 0.181, 0.403, -0.267, -0.227, 0.225, 0.246]
}

No. 2
{
  "formula": "C4H2N4S3",
  "method": "wB97M-V/def2-TZVPD",
  "lumo_energy_ev": -0.3268,
  "gap_ev": 9.02,
  "symbols": ["C", "C", "C", "C", "N", "N", "N", "N", "S", "S", "S", "H", "H"],
  "xyz": [[-0.112, 2.213, 0.234], [2.677, -0.281, 0.072], [-1.972, -0.934, -1.010], [-1.176, 0.057, -0.374], [0.632, 2.486, 1.093], [2.596, 0.357, 1.079], [-2.034, -2.036, -0.310], [-0.565, -0.353, 0.731], [-1.045, -1.866, 0.966], [-1.169, 1.687, -0.942], [2.839, -1.181, -1.193], [-2.525, -0.979, -1.894], [1.854, 0.830, 1.548]],
  "forces_ev_per_angstrom": [[1.92, 1.08, 2.08], [-0.39, 0.58, 1.27], [0.32, -0.40, 1.47], [-0.01, -1.06, 0.30], [-1.52, -0.20, -1.62], [0.74, -0.73, -0.77], [0.70, -0.67, 0.53], [-0.67, 0.53, -0.95], [-0.26, -0.70, 0.18], [0.00, 0.73, -0.62], [0.15, -0.34, -0.66], [-0.64, 0.82, -1.37], [-0.33, 0.35, 0.17]],
  "nbo_charge": [0.051, 0.231, -0.057, -0.052, -0.312, -0.654, -0.564, -0.626, 0.916, 0.424, -0.032, 0.229, 0.446]
}